{"formula": "C31H18BrN6O8Pr", "method": "ωB97M-V/def2-TZVPD", "total_energy_ha": -5213.8925, "relative_energy_kcal_mol": 54.4, "spin_multiplicity": 3, "homo_energy_ev": [-2.0, -2.0], "charge": -2, "s2": 2.00, "fmax_ev_per_a": 2.587, "elements": ["Pr", "O", "C", "N", "C", "C", "C", "C", "C", "C", "N", "C", "O", "C", "C", "C", "C", "C", "N", "C", "C", "C", "C", "C", "N", "H", "H", "H", "H", "H", "H", "H", "H", "H", "H", "H", "H", "O", "C", "O", "C", "C", "C", "C", "C", "N", "C", "O", "O", "H", "H", "H", "Br", "C", "C", "C", "C", "C", "N", "C", "O", "O", "H", "H", "H"], "xyz": [[-0.937, 0.260, 0.040], [2.103, -0.743, 3.090], [1.343, -1.159, 2.246], [0.024, -0.824, 2.057], [-0.625, -0.503, 3.276], [-0.556, -1.381, 4.378], [-1.090, -1.056, 5.603], [-1.854, 0.095, 5.708], [-2.051, 0.912, 4.609], [-1.524, 0.540, 3.350], [-1.736, 1.274, 2.136], [-2.482, 2.337, 2.134], [-3.198, 2.754, 3.069], [-2.403, 3.169, 0.876], [-2.706, 4.544, 0.955], [-2.757, 5.361, -0.185], [-2.363, 4.807, -1.391], [-2.042, 3.454, -1.357], [-2.112, 2.638, -0.332], [1.859, -2.299, 1.384], [3.095, -2.748, 1.615], [3.634, -3.789, 0.760], [2.856, -4.359, -0.195], [1.425, -4.068, -0.342], [1.041, -2.878, 0.437], [0.088, -2.269, 4.389], [-0.979, -1.641, 6.495], [-2.221, 0.453, 6.678], [-2.587, 1.816, 4.733], [-3.150, 4.937, 1.881], [-3.028, 6.385, -0.065], [-2.442, 5.350, -2.352], [-1.734, 3.021, -2.311], [3.731, -2.235, 2.335], [4.720, -4.002, 0.741], [3.324, -5.136, -0.836], [0.740, -4.990, -0.211], [2.429, 3.373, -0.191], [1.757, 2.326, -0.136], [0.523, 2.146, 0.128], [2.423, 0.977, -0.521], [3.776, 0.769, -0.743], [4.230, -0.467, -1.246], [3.268, -1.468, -1.464], [1.949, -1.166, -1.164], [1.569, -0.007, -0.672], [0.807, -2.182, -0.961], [1.124, -3.483, -1.562], [-0.359, -1.695, -1.202], [4.551, 1.454, -0.435], [5.231, -0.574, -1.592], [3.539, -2.468, -1.812], [1.352, 1.602, -3.784], [-0.107, 0.431, -3.987], [-0.171, -0.280, -5.155], [-1.270, -1.126, -5.368], [-2.275, -1.065, -4.455], [-2.159, -0.321, -3.307], [-1.097, 0.451, -3.034], [-3.309, -0.384, -2.294], [-4.410, -0.802, -2.740], [-3.017, -0.125, -1.118], [0.616, -0.382, -5.900], [-1.283, -1.788, -6.217], [-3.097, -1.775, -4.463]], "atomic_forces_ev_per_a": [[0.4, 0.1, -0.8], [0.6, 0.7, 1.1], [-1.5, -0.7, -0.9], [0.6, -0.2, 0.8], [0.0, -1.5, -0.3], [1.3, -0.2, 0.5], [-0.9, 0.5, -0.1], [0.1, 0.8, 0.4], [0.4, -1.1, -0.1], [-0.7, 1.9, -0.2], [1.1, -1.6, 0.6], [-1.0, 0.9, 0.8], [-0.1, 0.7, -0.7], [-0.6, 1.5, -1.0], [-1.1, 0.0, 0.1], [0.8, -1.2, 0.7], [-0.5, 0.1, 0.1], [0.1, 0.2, -1.9], [0.3, 0.1, 1.6], [-0.1, 0.3, -0.2], [1.2, -0.3, 0.1], [-0.3, -0.1, -1.1], [2.1, -1.4, 0.7], [-0.7, -0.6, 1.2], [-0.6, -0.3, -0.9], [-0.2, 0.4, -0.6], [0.3, -0.6, 0.1], [0.1, -0.3, -0.3], [-0.4, 0.4, -0.2], [0.7, -0.3, -0.2], [-0.3, 0.6, -0.1], [0.4, -0.4, 0.7], [-0.1, -0.3, 0.3], [-0.4, -0.3, 0.0], [-0.7, 0.0, 0.3], [-0.5, 0.6, 0.2], [0.9, 1.1, 0.2], [-0.8, -1.2, 0.2], [0.5, 0.1, -0.2], [0.6, 0.9, 0.0], [0.7, 0.9, 0.4], [1.0, -0.9, 0.0], [-2.4, 0.5, -0.1], [0.7, 0.2, -0.4], [-0.2, -1.3, 0.9], [-0.4, 0.2, -0.6], [0.0, -0.3, 0.1], [-0.4, 0.6, -1.4], [0.1, -0.2, 0.1], [-0.3, 0.7, -0.3], [0.8, -0.3, 0.3], [-0.2, 0.5, 0.0], [0.2, 0.2, 0.4], [-1.6, 0.5, 0.9], [-0.1, -1.5, -0.8], [0.7, 1.0, 0.3], [-0.8, -1.8, 0.0], [0.3, 1.2, 0.6], [1.2, -0.4, -1.5], [-1.5, -1.5, -1.3], [1.3, 0.8, 0.4], [0.2, 0.5, 1.2], [0.2, 0.6, 0.5], [-0.1, -0.1, -0.2], [-0.2, 0.4, -0.3]]}